(1)
# C5H9ClN2

The molecule C5H9ClN2 in a non-equilibrium geometry (the ωB97M-V functional and the def2-TZVPD basis, OMol25).

Geometry as XYZ:
```
17
Properties=species:S:1:pos:R:3:forces:R:3
C 2.150 -1.699 -0.034 1.197 0.259 -0.738
C 1.704 -0.248 0.008 1.230 -0.814 -0.904
C -0.305 1.089 -0.168 -2.058 0.026 0.021
C -1.656 1.254 -0.235 1.475 0.529 0.986
C -2.783 0.422 0.238 -0.607 -0.320 0.937
H 1.814 -2.182 -0.972 -0.053 0.135 0.572
H 1.889 -2.294 0.832 -0.496 -0.006 0.157
H 3.255 -1.683 -0.055 -0.530 -0.001 -0.069
H 2.225 1.598 0.059 -0.034 -0.210 -0.553
H -0.187 -0.967 0.224 0.239 0.978 -0.400
H 0.250 2.030 -0.220 0.297 -0.798 -0.471
H -1.946 2.263 -0.460 -0.151 0.388 0.006
H -3.699 0.756 -0.220 -0.285 0.126 -0.239
H -3.015 0.410 1.353 0.796 0.277 -1.247
N 2.585 0.660 -0.141 -0.025 0.271 1.080
N 0.349 -0.117 -0.007 -1.010 -0.028 1.032
Cl -2.632 -1.291 -0.203 0.017 -0.811 -0.170
```
Forces are in eV/Å.

Properties
Calculated total energy   -20832.776 eV
Net charge   0
E_HOMO   -8.5 eV
Energy relative to the best compared isomer or geometry (same formula, charge and spin)   24.90 kcal/mol
SMILES   [H]/N=C(/C)N/C=C\CCl
HOMO-LUMO gap   9.229 eV

(2)
# C8H10

The molecule C8H10 in a non-equilibrium geometry (the ωB97M-V functional and the def2-TZVPD basis, OMol25).

Geometry as XYZ:
```
18
Properties=species:S:1:pos:R:3:forces:R:3
C -0.699 0.529 -1.245 4.084 -2.928 -0.740
C 0.429 1.058 -0.411 -0.471 1.154 -3.237
C 1.386 -0.091 -0.382 3.772 0.312 1.296
C 0.548 -1.360 -0.217 2.344 0.509 -0.598
C -0.785 -0.814 -0.661 -1.936 -2.529 -2.197
C -0.443 -0.990 0.792 -4.220 -3.169 0.918
C -0.409 0.255 1.561 -0.197 -0.703 3.849
C -0.165 1.370 0.875 0.875 3.560 1.390
H -1.590 0.962 -1.256 -3.609 2.420 0.002
H -0.317 0.302 -2.240 -0.270 0.631 -0.502
H 0.838 1.812 -1.065 0.473 1.183 0.860
H 2.192 -0.084 -1.175 -1.478 -0.202 0.099
H 2.049 0.236 0.496 -0.681 -1.294 -0.542
H 1.092 -2.357 -0.223 -1.266 1.280 -0.363
H -1.565 -1.282 -1.339 0.741 -0.880 1.894
H -1.172 -1.914 1.163 2.343 2.507 -0.275
H -0.465 0.010 2.722 -0.612 1.496 -2.441
H -0.237 2.572 1.054 0.109 -3.347 0.586
```
Forces are in eV/Å.

Properties
Calculated total energy   -8454.038 eV
Net charge   0
E_HOMO   -8.8 eV
Energy relative to the best compared isomer or geometry (same formula, charge and spin)   97.59 kcal/mol
SMILES   C1=C[C@H]2[C@H]3C[C@@H]1C[C@@H]23
HOMO-LUMO gap   9.791 eV

(3)
# C10H10N2O

The molecule C10H10N2O in a non-equilibrium geometry (the ωB97M-V functional and the def2-TZVPD basis, OMol25).

Geometry as XYZ:
```
23
Properties=species:S:1:pos:R:3:forces:R:3
C -0.337 2.055 -2.866 3.430 0.515 -0.698
C -0.269 1.112 -1.734 0.184 -1.048 1.972
C -1.375 0.961 -0.860 2.429 -0.692 0.578
C -1.190 0.283 0.370 1.406 -0.468 -1.198
C 0.043 -0.422 0.618 -1.202 0.963 0.264
C 1.156 -0.244 -0.225 -2.547 0.245 -0.340
C 0.954 0.517 -1.365 0.215 0.847 -1.193
C -0.703 -1.396 2.830 -2.467 -0.503 0.626
C -0.066 -2.219 3.729 -0.242 0.436 -0.069
C 1.282 -1.898 2.142 0.655 -1.368 0.833
H 0.344 2.132 -4.750 -0.244 0.340 -0.283
H -1.292 2.083 -3.238 -2.451 0.411 -0.857
H 0.033 3.049 -2.525 -0.669 -0.402 -0.091
H -2.288 1.418 -1.138 -0.913 0.395 0.116
H -1.972 0.316 1.111 -0.140 -0.334 0.015
H 2.066 -0.747 -0.073 0.946 -0.306 0.216
H 1.779 0.722 -2.068 -0.303 -0.356 0.557
H -1.781 -1.094 2.746 1.491 -0.221 0.359
H -0.439 -2.568 4.665 -0.247 -0.159 0.345
H 2.128 -1.936 1.478 0.082 -0.050 0.196
N 0.145 -1.255 1.790 1.261 0.955 -1.036
N 1.195 -2.542 3.315 -0.231 1.296 -1.676
O 0.586 1.674 -3.952 -0.442 -0.493 1.363
```
Forces are in eV/Å.

Properties
Calculated total energy   -15558.909 eV
Net charge   0
E_HOMO   -8.6 eV
Energy relative to the best compared isomer or geometry (same formula, charge and spin)   29.01 kcal/mol
SMILES   OCc1ccc(-n2ccnc2)cc1
HOMO-LUMO gap   9.088 eV

> Which of these has the lowest HOMO-LUMO gap?

C10H10N2O

Copy entry 3 word for word.
# C10H10N2O

The molecule C10H10N2O in a non-equilibrium geometry (the ωB97M-V functional and the def2-TZVPD basis, OMol25).

Geometry as XYZ:
```
23
Properties=species:S:1:pos:R:3:forces:R:3
C -0.337 2.055 -2.866 3.430 0.515 -0.698
C -0.269 1.112 -1.734 0.184 -1.048 1.972
C -1.375 0.961 -0.860 2.429 -0.692 0.578
C -1.190 0.283 0.370 1.406 -0.468 -1.198
C 0.043 -0.422 0.618 -1.202 0.963 0.264
C 1.156 -0.244 -0.225 -2.547 0.245 -0.340
C 0.954 0.517 -1.365 0.215 0.847 -1.193
C -0.703 -1.396 2.830 -2.467 -0.503 0.626
C -0.066 -2.219 3.729 -0.242 0.436 -0.069
C 1.282 -1.898 2.142 0.655 -1.368 0.833
H 0.344 2.132 -4.750 -0.244 0.340 -0.283
H -1.292 2.083 -3.238 -2.451 0.411 -0.857
H 0.033 3.049 -2.525 -0.669 -0.402 -0.091
H -2.288 1.418 -1.138 -0.913 0.395 0.116
H -1.972 0.316 1.111 -0.140 -0.334 0.015
H 2.066 -0.747 -0.073 0.946 -0.306 0.216
H 1.779 0.722 -2.068 -0.303 -0.356 0.557
H -1.781 -1.094 2.746 1.491 -0.221 0.359
H -0.439 -2.568 4.665 -0.247 -0.159 0.345
H 2.128 -1.936 1.478 0.082 -0.050 0.196
N 0.145 -1.255 1.790 1.261 0.955 -1.036
N 1.195 -2.542 3.315 -0.231 1.296 -1.676
O 0.586 1.674 -3.952 -0.442 -0.493 1.363
```
Forces are in eV/Å.

Properties
Calculated total energy   -15558.909 eV
Net charge   0
E_HOMO   -8.6 eV
Energy relative to the best compared isomer or geometry (same formula, charge and spin)   29.01 kcal/mol
SMILES   OCc1ccc(-n2ccnc2)cc1
HOMO-LUMO gap   9.088 eV

Copy entry 2 word for word.
# C8H10

The molecule C8H10 in a non-equilibrium geometry (the ωB97M-V functional and the def2-TZVPD basis, OMol25).

Geometry as XYZ:
```
18
Properties=species:S:1:pos:R:3:forces:R:3
C -0.699 0.529 -1.245 4.084 -2.928 -0.740
C 0.429 1.058 -0.411 -0.471 1.154 -3.237
C 1.386 -0.091 -0.382 3.772 0.312 1.296
C 0.548 -1.360 -0.217 2.344 0.509 -0.598
C -0.785 -0.814 -0.661 -1.936 -2.529 -2.197
C -0.443 -0.990 0.792 -4.220 -3.169 0.918
C -0.409 0.255 1.561 -0.197 -0.703 3.849
C -0.165 1.370 0.875 0.875 3.560 1.390
H -1.590 0.962 -1.256 -3.609 2.420 0.002
H -0.317 0.302 -2.240 -0.270 0.631 -0.502
H 0.838 1.812 -1.065 0.473 1.183 0.860
H 2.192 -0.084 -1.175 -1.478 -0.202 0.099
H 2.049 0.236 0.496 -0.681 -1.294 -0.542
H 1.092 -2.357 -0.223 -1.266 1.280 -0.363
H -1.565 -1.282 -1.339 0.741 -0.880 1.894
H -1.172 -1.914 1.163 2.343 2.507 -0.275
H -0.465 0.010 2.722 -0.612 1.496 -2.441
H -0.237 2.572 1.054 0.109 -3.347 0.586
```
Forces are in eV/Å.

Properties
Calculated total energy   -8454.038 eV
Net charge   0
E_HOMO   -8.8 eV
Energy relative to the best compared isomer or geometry (same formula, charge and spin)   97.59 kcal/mol
SMILES   C1=C[C@H]2[C@H]3C[C@@H]1C[C@@H]23
HOMO-LUMO gap   9.791 eV

> Which value of HOMO-LUMO gap does entry 3 give?

9.088 eV